# 1
62
Properties=species:S:1:pos:R:3:forces:R:3 method="wB97M-V/def2-TZVPD" homo_ev="-13.0 / -13.8" molar_mass_g_mol=787.440 total_energy_ha=-2167.19282 total_charge=+2 s2=0.76 e_above_lowest_kj_mol=348.7 homo_lumo_gap_ha="0.19068 / 0.22441" multiplicity=2
Pt 0.001 -0.621 -0.033 1.534 -1.741 -2.244
C -2.132 1.149 4.035 -0.042 0.015 0.004
C -1.149 0.075 3.713 0.281 -0.318 0.182
C -0.669 -0.813 4.678 -0.137 0.146 0.055
C 0.229 -1.794 4.312 -0.098 0.072 0.024
C 0.645 -1.921 2.990 0.521 -0.579 -0.884
C 0.109 -1.009 2.103 -1.536 1.628 -0.345
N -0.715 -0.076 2.460 0.065 0.245 0.239
Sb 3.260 -1.288 0.896 -0.034 0.486 -0.328
C 2.603 0.807 1.028 0.402 -0.733 0.085
C 3.430 1.811 1.509 -0.156 0.044 -0.136
C 2.954 3.113 1.506 0.055 0.090 0.072
C 1.668 3.376 1.065 0.013 -0.090 -0.067
C 0.864 2.330 0.634 0.202 -0.051 0.010
C -0.560 2.542 0.226 0.076 0.062 0.048
N 1.370 1.079 0.602 -1.605 0.095 0.549
C 2.799 -1.159 -1.219 0.509 -0.245 0.579
C 3.674 -1.689 -2.152 -0.113 0.198 -0.080
C 3.453 -1.408 -3.493 -0.026 0.028 -0.044
C 2.401 -0.580 -3.845 0.093 0.043 0.133
C 1.534 -0.109 -2.866 -0.108 0.160 -0.202
C 0.413 0.816 -3.220 0.049 -0.009 -0.035
N 1.738 -0.446 -1.584 -0.959 -0.194 0.643
H -3.142 0.734 4.064 -0.005 0.001 -0.005
H -2.115 1.943 3.293 0.042 -0.003 -0.014
H -1.926 1.570 5.018 -0.025 0.034 -0.007
H -1.007 -0.715 5.701 0.055 -0.049 0.021
H 0.614 -2.483 5.052 0.037 -0.017 -0.020
H 1.343 -2.686 2.683 -0.121 -0.064 0.033
H 4.423 1.580 1.867 0.020 -0.003 -0.025
H 3.584 3.922 1.855 -0.007 0.008 0.010
H 1.279 4.384 1.056 -0.010 -0.002 0.025
H -0.783 3.599 0.099 0.049 -0.016 -0.012
H -1.217 2.138 0.998 -0.040 -0.053 -0.011
H -0.766 2.019 -0.708 -0.035 0.050 -0.038
H 4.509 -2.299 -1.833 0.038 0.041 -0.006
H 4.108 -1.804 -4.258 0.007 -0.028 0.016
H 2.240 -0.295 -4.875 -0.039 0.000 0.001
H 0.021 0.598 -4.211 0.002 -0.020 0.007
H 0.784 1.844 -3.230 -0.026 0.013 0.041
H -0.401 0.748 -2.500 -0.002 0.075 0.010
O 0.927 -2.887 -0.143 -0.012 0.005 0.508
N 0.104 -3.804 -0.587 -0.277 -0.287 -0.434
C 0.132 -5.053 -0.068 0.126 -0.082 0.072
C -0.692 -6.038 -0.546 -0.083 -0.048 -0.057
C -1.568 -5.757 -1.593 0.134 0.058 -0.041
C -1.596 -4.480 -2.109 -0.003 0.048 0.128
C -0.766 -3.490 -1.579 -0.209 -0.182 0.171
S -0.838 -1.866 -2.140 0.277 0.620 0.766
H 0.861 -5.205 0.714 -0.003 0.072 0.011
H -0.644 -7.024 -0.108 0.035 0.008 0.019
H -2.217 -6.523 -1.992 0.009 -0.011 -0.008
H -2.252 -4.204 -2.922 -0.089 -0.029 0.055
N -3.263 -0.476 -0.173 -0.024 0.198 -0.083
C -4.412 -1.085 0.169 0.024 -0.218 0.095
C -4.073 -2.201 0.900 -0.014 0.028 -0.064
C -2.676 -2.191 0.949 -0.035 -0.025 0.069
N -2.201 -1.139 0.295 1.081 0.397 0.593
H -3.152 0.368 -0.707 0.060 0.005 -0.030
H -5.374 -0.701 -0.127 0.034 0.080 -0.025
H -4.738 -2.924 1.338 -0.013 0.005 -0.013
H -2.011 -2.887 1.436 0.056 0.042 -0.014


# 2
61
Properties=species:S:1:pos:R:3:forces:R:3 method="wB97M-V/def2-TZVPD" homo_ev=-7.8 molar_mass_g_mol=583.304 total_energy_ha=-2042.49214 total_charge=0 smiles=COB(O)c1ccc2c(c1)N(C[C@@H](C)I)c1ccccc1S2.c1ccncc1.c1ccncc1 homo_lumo_gap_ha=0.30776
C 0.916 -3.439 1.855 0.190 -0.177 -0.095
O 0.501 -3.697 0.498 -0.220 0.637 0.274
B -0.726 -3.057 0.365 -0.296 -0.177 -0.158
O -1.882 -3.819 0.616 0.720 0.237 0.378
C -0.971 -1.533 -0.034 0.411 -0.779 0.206
C -2.040 -1.326 -0.890 0.164 -0.334 0.325
C -2.351 -0.042 -1.258 -1.462 -0.224 -1.075
C -1.634 1.022 -0.808 0.463 1.588 0.437
C -0.539 0.871 0.040 -0.090 -0.139 -0.206
C -0.237 -0.433 0.412 0.883 -0.003 0.448
N 0.160 2.055 0.454 -0.111 -0.897 0.658
C 1.390 1.822 1.194 0.626 0.710 -0.199
C 2.369 3.032 1.141 0.345 -1.468 1.120
C 3.587 2.649 2.012 0.130 0.568 -0.492
I 3.100 3.341 -0.858 -0.403 0.149 0.261
C -0.703 3.015 1.052 -0.135 0.278 0.027
C -0.521 3.577 2.306 0.772 -0.501 0.079
C -1.391 4.530 2.782 0.022 0.667 1.202
C -2.479 4.961 2.068 -0.278 0.063 -0.334
C -2.685 4.391 0.826 -0.899 0.460 -0.170
C -1.821 3.447 0.349 0.407 -1.099 -1.250
S -2.071 2.688 -1.245 -0.192 0.059 -0.085
H 0.822 -4.332 2.485 -0.061 0.038 -0.263
H 0.287 -2.654 2.304 0.361 -0.010 0.102
H 1.964 -3.128 1.837 -0.204 0.119 0.148
H -2.210 -3.506 1.471 -0.563 -0.082 -0.327
H -2.613 -2.191 -1.205 -0.091 0.237 -0.089
H -3.210 0.143 -1.905 0.155 0.031 0.072
H 0.611 -0.613 1.069 -0.112 0.025 -0.063
H 1.193 1.566 2.251 0.057 0.142 -0.119
H 1.960 0.976 0.800 -0.369 0.087 -0.266
H 1.954 3.937 1.585 -0.147 0.109 -0.697
H 4.068 1.735 1.647 -0.145 0.057 0.102
H 4.311 3.466 1.924 0.043 -0.227 0.231
H 3.316 2.534 3.069 -0.085 -0.028 -0.175
H 0.321 3.274 2.917 -0.145 0.110 0.045
H -1.222 4.965 3.764 0.106 -0.160 -0.103
H -3.167 5.701 2.459 0.134 -0.043 -0.018
H -3.539 4.673 0.215 0.101 -0.056 0.104
C -5.969 -2.490 -5.515 -0.030 -0.052 -0.051
C -6.342 -1.176 -5.743 0.031 -0.032 0.032
C -5.860 -0.197 -4.887 0.049 0.111 0.092
N -5.059 -0.450 -3.853 -0.030 -0.115 -0.079
C -4.713 -1.720 -3.649 0.015 0.120 0.067
C -5.135 -2.773 -4.445 -0.029 0.024 -0.031
H -6.323 -3.284 -6.161 0.004 0.009 0.005
H -6.992 -0.913 -6.567 0.008 0.023 0.009
H -6.123 0.845 -5.030 -0.035 -0.020 -0.048
H -4.064 -1.892 -2.799 0.004 -0.095 -0.026
H -4.820 -3.785 -4.232 0.012 0.016 0.023
C 7.080 -2.612 0.950 -0.084 0.089 0.032
C 5.885 -3.081 0.417 0.260 0.182 0.197
C 4.723 -2.408 0.760 -0.526 -0.263 -0.319
N 4.678 -1.358 1.560 0.001 0.346 0.261
C 5.827 -0.921 2.061 0.117 0.260 0.196
C 7.056 -1.501 1.791 -0.108 -0.303 -0.240
H 8.017 -3.099 0.712 -0.005 0.005 0.004
H 5.858 -3.938 -0.242 -0.020 0.013 0.000
H 3.747 -2.697 0.380 0.167 -0.276 -0.194
H 5.745 -0.055 2.709 0.133 -0.009 0.020
H 7.964 -1.098 2.219 -0.014 -0.002 0.012


# 3
63
Properties=species:S:1:pos:R:3:forces:R:3 method="wB97M-V/def2-TZVPD" homo_ev=-10.0 molar_mass_g_mol=818.107 total_energy_ha=-4426.92711 total_charge=+1 e_above_lowest_kj_mol=0.0 homo_lumo_gap_ha=0.25661
Pb -1.774 -1.352 1.220 -0.489 0.657 -0.289
C -5.278 0.589 -0.750 -0.017 -0.007 -0.067
C -4.418 1.070 0.375 0.014 -0.158 0.113
C -4.550 0.540 1.656 -0.058 0.288 0.039
C -3.773 1.015 2.704 -0.098 0.062 -0.012
C -2.841 2.015 2.474 0.055 -0.079 0.191
C -2.692 2.538 1.199 0.079 -0.025 -0.082
C -3.472 2.068 0.159 -0.035 -0.041 0.009
H -4.671 0.181 -1.558 0.030 -0.041 -0.074
H -5.854 1.416 -1.160 -0.082 0.018 -0.075
H -5.969 -0.179 -0.414 -0.069 -0.058 -0.025
H -5.295 -0.221 1.843 -0.057 -0.091 -0.005
H -3.915 0.622 3.700 0.016 -0.047 0.084
H -2.255 2.404 3.294 0.062 0.044 0.112
H -1.987 3.337 1.017 0.071 0.083 -0.012
H -3.369 2.491 -0.829 0.056 0.028 -0.131
C 1.660 -4.676 2.226 0.029 -0.143 0.043
C 0.983 -3.348 2.059 -0.243 0.464 -0.123
S -0.727 -3.413 2.400 -0.043 -0.097 0.090
C 1.680 -2.252 1.716 0.036 0.366 0.055
C 3.170 -2.232 1.530 -0.010 -0.165 -0.037
S 0.905 -0.629 1.606 0.244 -0.570 -0.293
H 0.906 -5.425 2.442 0.116 -0.116 0.032
H 2.372 -4.650 3.051 0.077 -0.034 0.024
H 2.184 -4.967 1.318 0.123 -0.014 -0.056
H 3.633 -2.992 2.153 0.105 -0.009 0.075
H 3.583 -1.263 1.804 0.095 -0.018 0.022
H 3.458 -2.440 0.499 0.057 0.051 -0.054
Cl -2.116 -2.460 -6.239 0.042 -0.037 -0.142
C -1.764 -1.904 -4.655 0.025 -0.060 -0.055
C -1.929 -2.756 -3.567 0.051 0.157 -0.139
Cl -2.404 -4.388 -3.814 -0.061 0.017 0.064
C -1.688 -2.280 -2.288 -0.038 0.132 -0.103
Cl -1.987 -3.301 -0.925 0.077 -0.310 0.025
C -1.253 -0.965 -2.024 -0.213 -0.139 -0.459
O -1.020 -0.514 -0.844 -0.328 -0.202 0.751
C -1.087 -0.141 -3.159 -0.098 -0.139 0.006
Cl -0.640 1.488 -2.883 -0.116 0.393 0.019
C -1.328 -0.594 -4.444 -0.057 -0.250 -0.045
Cl -1.082 0.443 -5.788 -0.024 0.066 -0.015
C 3.153 1.703 2.374 0.402 -0.617 0.621
N 2.538 2.807 1.620 -0.194 0.341 0.284
C 3.555 3.478 0.792 0.659 0.462 -0.454
C 1.349 2.354 0.816 -0.514 -0.425 -0.565
C 1.696 1.309 -0.209 0.075 -0.043 -0.014
C 2.192 1.716 -1.445 0.058 -0.175 -0.014
C 2.492 0.799 -2.434 0.114 0.123 0.026
C 2.237 -0.546 -2.225 0.013 0.013 0.068
C 1.721 -0.968 -1.016 -0.008 0.061 -0.008
C 1.470 -0.053 -0.004 0.203 -0.076 0.543
H 4.002 2.069 2.948 -0.029 0.169 -0.069
H 3.501 0.948 1.673 -0.051 0.106 -0.075
H 2.434 1.245 3.049 -0.062 0.137 -0.109
H 2.184 3.492 2.295 0.070 -0.110 -0.101
H 3.963 2.770 0.073 -0.121 -0.030 0.098
H 4.369 3.838 1.418 -0.111 -0.049 0.154
H 3.126 4.323 0.259 -0.146 -0.066 0.046
H 0.942 3.229 0.305 0.103 0.042 0.173
H 0.593 1.975 1.505 0.129 0.183 0.132
H 2.311 2.769 -1.647 0.023 0.167 -0.061
H 2.892 1.142 -3.374 -0.007 0.028 -0.154
H 2.417 -1.265 -3.009 0.037 -0.063 -0.076
H 1.467 -2.006 -0.869 0.034 -0.154 0.091